[1]
Here is a cluster of 11 separate species, C64H172N29O9P9 in total in a non-equilibrium geometry from the OMol25 dataset. Energies are from the ωB97M-V functional and the def2-TZVPD basis.

Values from the calculation:
HOMO energy (eV): -8.179
SMILES: CN(C)P(=O)(N(C)C)N(C)C.CN(C)P(=O)(N(C)C)N(C)C.CN(C)P(=O)(N(C)C)N(C)C.CN(C)P(=O)(N(C)C)N(C)C.CN(C)P(=O)(N(C)C)N(C)C.CN(C)P(=O)(N(C)C)N(C)C.CN(C)P(=O)(N(C)C)N(C)C.CN(C)P(=O)(N(C)C)N(C)C.CN(C)P(=O)(N(C)C)N(C)C.c1ccncc1.c1ccncc1
E (eV): -214409.6514

Last column: Löwdin charge in e.
Atoms and positions in Å:
1 C 0.285 3.104 -5.601  -0.091
2 N -1.055 2.753 -5.204  -0.297
3 C -1.118 2.067 -3.971  -0.133
4 P -2.269 2.724 -6.302  0.475
5 O -1.836 3.394 -7.549  -0.287
6 N -2.766 1.174 -6.293  -0.287
7 C -1.795 0.118 -6.218  -0.118
8 C -3.988 0.727 -6.890  -0.103
9 N -3.626 3.492 -5.730  -0.306
10 C -4.505 3.066 -4.607  -0.093
11 C -3.856 4.893 -5.951  -0.124
12 H 0.819 2.231 -5.891  0.060
13 H 0.712 3.552 -4.688  0.073
14 H 0.336 3.849 -6.386  0.084
15 H -0.752 0.995 -4.065  0.074
16 H -2.120 2.050 -3.585  0.071
17 H -0.464 2.490 -3.178  0.057
18 H -1.743 -0.501 -7.130  0.100
19 H -0.781 0.471 -6.083  0.054
20 H -1.998 -0.578 -5.387  0.070
21 H -4.484 1.609 -7.346  0.097
22 H -3.792 0.021 -7.675  0.082
23 H -4.695 0.341 -6.161  0.060
24 H -5.505 2.873 -4.986  0.077
25 H -4.107 2.084 -4.320  0.054
26 H -4.489 3.843 -3.810  0.089
27 H -4.916 5.039 -5.876  0.069
28 H -3.363 5.206 -6.880  0.081
29 H -3.453 5.450 -5.085  0.082
30 C -4.716 1.485 1.019  -0.076
31 N -5.615 2.713 0.958  -0.280
32 C -6.766 2.405 0.077  -0.104
33 P -4.784 4.136 0.655  0.505
34 O -3.884 4.161 -0.522  -0.299
35 N -5.905 5.413 0.629  -0.299
36 C -6.435 5.946 -0.620  -0.104
37 C -6.827 5.360 1.724  -0.147
38 N -3.972 4.342 2.084  -0.307
39 C -2.813 5.185 1.946  -0.119
40 C -4.170 3.647 3.384  -0.081
41 H -3.804 1.746 1.547  0.044
42 H -4.484 0.999 0.063  0.053
43 H -5.389 0.758 1.568  0.105
44 H -7.448 3.242 0.032  0.049
45 H -7.306 1.529 0.462  0.090
46 H -6.536 2.145 -0.947  0.077
47 H -7.302 5.367 -0.925  0.065
48 H -6.906 6.920 -0.420  0.085
49 H -5.695 5.962 -1.419  0.078
50 H -7.815 4.884 1.456  0.093
51 H -6.402 4.840 2.597  0.065
52 H -7.103 6.353 2.082  0.080
53 H -2.880 5.966 2.704  0.087
54 H -1.921 4.559 1.986  0.079
55 H -2.854 5.616 0.934  0.058
56 H -5.183 3.245 3.397  0.074
57 H -3.984 4.376 4.158  0.078
58 H -3.489 2.813 3.468  0.045
59 C -1.231 3.250 8.092  -0.120
60 N -1.167 1.824 8.300  -0.300
61 C -1.577 1.460 9.661  -0.102
62 P -0.675 0.641 7.256  0.492
63 O -1.227 -0.622 7.773  -0.288
64 N -1.199 0.859 5.738  -0.283
65 C -0.795 1.907 4.825  -0.128
66 C -2.624 0.572 5.504  -0.090
67 N 1.025 0.706 7.108  -0.277
68 C 1.735 -0.495 6.532  -0.063
69 C 1.807 1.384 8.095  -0.138
70 H -0.571 3.785 8.796  0.080
71 H -2.248 3.657 8.232  0.091
72 H -0.884 3.468 7.083  0.057
73 H -2.588 1.701 9.974  0.082
74 H -0.856 1.946 10.344  0.086
75 H -1.483 0.387 9.795  0.064
76 H -1.196 1.668 3.852  0.031
77 H -1.224 2.959 5.075  0.094
78 H 0.311 2.010 4.833  0.077
79 H -2.981 -0.323 6.079  0.079
80 H -3.184 1.465 5.770  0.078
81 H -2.839 0.378 4.461  0.072
82 H 1.463 -1.435 7.006  0.052
83 H 1.436 -0.626 5.467  0.071
84 H 2.804 -0.274 6.601  0.074
85 H 2.858 1.468 7.718  0.069
86 H 1.938 0.837 9.015  0.078
87 H 1.424 2.402 8.328  0.081
88 C 1.356 -4.506 7.352  -0.146
89 N 0.585 -5.496 6.676  -0.284
90 C 1.108 -6.814 7.048  -0.096
91 P -0.878 -5.190 5.957  0.436
92 O -1.599 -6.406 5.754  -0.248
93 N -1.620 -4.026 6.857  -0.277
94 C -1.659 -4.163 8.314  -0.109
95 C -2.820 -3.336 6.413  -0.115
96 N -0.625 -4.365 4.560  -0.283
97 C 0.183 -3.184 4.554  -0.129
98 C -0.470 -5.071 3.310  -0.105
99 H 1.325 -4.642 8.445  0.090
100 H 1.112 -3.493 7.136  0.032
101 H 2.390 -4.716 7.063  0.089
102 H 0.684 -7.610 6.444  0.078
103 H 0.781 -7.065 8.074  0.089
104 H 2.159 -6.898 7.107  0.062
105 H -0.892 -4.833 8.660  0.053
106 H -1.506 -3.181 8.808  0.085
107 H -2.588 -4.589 8.755  0.094
108 H -2.833 -3.052 5.370  0.069
109 H -3.721 -4.003 6.580  0.104
110 H -2.962 -2.389 6.961  0.061
111 H 1.068 -3.183 3.888  0.069
112 H -0.381 -2.332 4.094  0.080
113 H 0.362 -2.774 5.557  0.044
114 H -0.825 -6.070 3.380  0.065
115 H 0.550 -5.172 2.971  0.077
116 H -1.099 -4.593 2.571  0.080
117 C 3.431 6.608 -1.323  -0.131
118 N 2.949 5.365 -1.816  -0.313
119 C 2.943 5.213 -3.274  -0.089
120 P 1.814 4.508 -1.012  0.506
121 O 1.396 3.373 -1.865  -0.289
122 N 2.496 4.129 0.457  -0.287
123 C 1.677 3.408 1.380  -0.118
124 C 3.925 3.879 0.641  -0.110
125 N 0.494 5.442 -0.636  -0.286
126 C -0.609 5.526 -1.578  -0.079
127 C 0.517 6.541 0.310  -0.108
128 H 3.177 6.716 -0.267  0.071
129 H 3.032 7.480 -1.854  0.092
130 H 4.524 6.549 -1.417  0.089
131 H 3.820 5.790 -3.666  0.100
132 H 2.071 5.622 -3.794  0.084
133 H 3.037 4.175 -3.535  0.033
134 H 0.677 3.859 1.414  0.070
135 H 1.542 2.345 1.035  0.085
136 H 2.086 3.363 2.410  0.076
137 H 4.574 4.192 -0.199  0.083
138 H 4.238 4.524 1.491  0.092
139 H 4.111 2.791 0.910  0.069
140 H -0.516 4.748 -2.316  0.060
141 H -1.532 5.475 -1.054  0.054
142 H -0.536 6.422 -2.190  0.088
143 H 0.923 7.469 -0.068  0.072
144 H 0.967 6.244 1.273  0.086
145 H -0.544 6.679 0.507  0.070
146 C 4.685 -1.828 -1.515  -0.148
147 N 5.473 -1.143 -2.479  -0.275
148 C 6.696 -1.902 -2.816  -0.084
149 P 4.832 -0.363 -3.832  0.466
150 O 4.417 -1.251 -4.931  -0.277
151 N 3.591 0.522 -3.232  -0.258
152 C 2.702 1.133 -4.227  -0.090
153 C 3.880 1.449 -2.148  -0.120
154 N 6.065 0.516 -4.372  -0.305
155 C 6.603 0.412 -5.724  -0.084
156 C 6.766 1.480 -3.631  -0.130
157 H 4.055 -2.659 -1.954  0.083
158 H 3.991 -1.153 -0.997  0.056
159 H 5.299 -2.297 -0.755  0.079
160 H 6.635 -2.931 -2.567  0.073
161 H 7.575 -1.431 -2.367  0.088
162 H 6.816 -1.945 -3.879  0.063
163 H 2.809 2.194 -4.298  0.051
164 H 2.854 0.678 -5.214  0.087
165 H 1.699 1.031 -3.828  0.066
166 H 4.695 1.088 -1.525  0.034
167 H 4.146 2.423 -2.561  0.073
168 H 2.967 1.622 -1.535  0.079
169 H 6.373 -0.545 -6.177  0.074
170 H 6.298 1.187 -6.425  0.085
171 H 7.683 0.512 -5.619  0.075
172 H 6.606 1.368 -2.565  0.063
173 H 6.437 2.480 -3.934  0.093
174 H 7.845 1.367 -3.807  0.089
175 C 1.514 -4.009 -7.556  -0.102
176 N 0.963 -3.202 -6.508  -0.292
177 C 1.308 -1.829 -6.656  -0.111
178 P -0.058 -3.784 -5.374  0.491
179 O -1.520 -3.703 -5.722  -0.304
180 N 0.330 -5.352 -5.240  -0.293
181 C 1.532 -5.814 -4.677  -0.149
182 C -0.708 -6.339 -4.910  -0.093
183 N 0.312 -2.831 -4.094  -0.274
184 C 1.665 -2.639 -3.658  -0.129
185 C -0.687 -2.266 -3.164  -0.094
186 H 1.055 -5.012 -7.548  0.093
187 H 2.563 -4.071 -7.455  0.071
188 H 1.316 -3.599 -8.526  0.076
189 H 2.346 -1.690 -6.457  0.057
190 H 0.791 -1.158 -5.958  0.076
191 H 1.117 -1.491 -7.663  0.089
192 H 2.442 -5.267 -4.956  0.091
193 H 1.538 -5.901 -3.555  0.088
194 H 1.802 -6.793 -4.974  0.068
195 H -0.431 -7.312 -5.355  0.091
196 H -0.850 -6.439 -3.804  0.081
197 H -1.656 -6.137 -5.389  0.065
198 H 1.773 -1.554 -3.455  0.074
199 H 1.920 -3.307 -2.742  0.078
200 H 2.370 -2.779 -4.494  0.064
201 H -1.664 -2.482 -3.553  0.033
202 H -0.550 -1.160 -3.149  0.074
203 H -0.590 -2.672 -2.142  0.060
204 C -3.445 -5.084 -2.785  -0.122
205 N -4.695 -4.559 -2.293  -0.297
206 C -5.810 -5.471 -2.609  -0.084
207 P -5.063 -2.987 -2.132  0.512
208 O -6.341 -2.758 -1.341  -0.329
209 N -3.645 -2.389 -1.479  -0.282
210 C -3.276 -1.000 -1.656  -0.111
211 C -3.227 -2.792 -0.145  -0.110
212 N -5.318 -2.183 -3.543  -0.299
213 C -4.303 -2.107 -4.546  -0.126
214 C -6.405 -1.239 -3.747  -0.104
215 H -3.371 -6.134 -2.426  0.096
216 H -2.647 -4.537 -2.314  0.041
217 H -3.388 -5.051 -3.876  0.078
218 H -5.950 -5.559 -3.678  0.085
219 H -6.689 -5.126 -2.088  0.071
220 H -5.587 -6.431 -2.170  0.076
221 H -4.078 -0.287 -1.402  0.075
222 H -2.429 -0.696 -1.001  0.076
223 H -2.964 -0.779 -2.671  0.051
224 H -3.686 -2.082 0.594  0.098
225 H -3.600 -3.791 0.125  0.087
226 H -2.139 -2.740 -0.069  0.060
227 H -4.687 -2.263 -5.579  0.107
228 H -3.909 -1.062 -4.451  0.065
229 H -3.552 -2.867 -4.384  0.038
230 H -6.877 -1.343 -4.716  0.074
231 H -6.034 -0.190 -3.736  0.080
232 H -7.219 -1.374 -3.032  0.074
233 C 3.724 -1.848 3.251  -0.083
234 N 4.079 -0.529 2.738  -0.297
235 C 3.185 -0.137 1.747  -0.140
236 P 5.403 0.185 3.371  0.458
237 O 6.315 -0.692 4.054  -0.246
238 N 5.950 1.044 2.058  -0.305
239 C 6.654 2.266 2.276  -0.132
240 C 6.345 0.426 0.842  -0.116
241 N 4.770 1.278 4.440  -0.324
242 C 3.693 2.144 4.082  -0.106
243 C 5.488 1.634 5.628  -0.112
244 H 4.422 -2.261 3.993  0.087
245 H 3.642 -2.495 2.339  0.089
246 H 2.724 -1.947 3.719  0.055
247 H 3.152 -0.967 0.988  0.083
248 H 3.409 0.797 1.284  0.055
249 H 2.195 -0.069 2.201  0.073
250 H 7.751 2.262 2.391  0.092
251 H 6.476 2.896 1.355  0.087
252 H 6.221 2.885 3.092  0.082
253 H 7.469 0.491 0.703  0.113
254 H 5.980 -0.615 0.890  0.082
255 H 5.934 0.815 -0.087  0.047
256 H 3.502 2.759 4.961  0.094
257 H 4.099 2.713 3.250  0.048
258 H 2.801 1.565 3.793  0.075
259 H 6.447 1.092 5.591  0.087
260 H 4.861 1.403 6.508  0.070
261 H 5.631 2.705 5.675  0.073
262 C 1.771 -6.944 -0.583  -0.085
263 C 2.527 -5.808 -0.310  -0.052
264 C 1.928 -4.608 -0.623  -0.197
265 N 0.655 -4.433 -0.908  0.068
266 C -0.072 -5.539 -0.978  -0.143
267 C 0.438 -6.852 -0.896  -0.057
268 H 2.244 -7.904 -0.476  0.105
269 H 3.524 -5.856 0.080  0.102
270 H 2.485 -3.649 -0.500  0.100
271 H -1.149 -5.359 -1.105  0.090
272 H -0.227 -7.717 -0.977  0.114
273 C 0.289 -0.551 -0.421  -0.089
274 C 0.005 -1.009 0.844  -0.074
275 C -0.618 -0.107 1.715  -0.167
276 N -1.042 1.082 1.386  0.085
277 C -0.834 1.390 0.116  -0.168
278 C -0.155 0.675 -0.827  -0.071
279 H 0.797 -1.225 -1.104  0.091
280 H 0.320 -1.971 1.205  0.097
281 H -0.816 -0.392 2.754  0.092
282 H -1.064 2.401 -0.147  0.104
283 H 0.154 1.143 -1.739  0.071

Forces on atoms 1 to 3 (eV/Å):
-0.053 1.207 0.991
0.297 0.676 -0.378
0.923 -1.583 1.253

---

[2]
Here is a structure of composition C64H55Cl5F4IN6O3PPbSi4Te in a non-equilibrium geometry from the OMol25 dataset. Energies are from the ωB97M-V functional and the def2-TZVPD basis.

Values from the calculation:
HOMO energy (alpha / beta) (eV): -6.701 / -6.751
Relative energy (zero: lowest compared OMol25 entry of this formula, charge and spin) (kJ/mol): 532.2
E (eV): -217261.7494

Last column: Löwdin charge in e.
Atoms and positions in Å:
1 Pb 1.846 0.152 1.855  1.135
2 C -1.946 5.129 1.431  -0.054
3 O -1.053 4.040 1.330  -0.043
4 C -1.206 3.200 0.300  -0.190
5 C -2.254 3.193 -0.560  -0.041
6 C -2.251 2.340 -1.712  -0.417
7 C -1.045 1.633 -2.038  -0.368
8 C 0.016 1.566 -1.074  -0.210
9 C 1.152 0.765 -1.442  -0.094
10 N 2.046 0.312 -0.633  -0.101
11 N 3.049 -0.414 -1.128  0.043
12 C 3.997 -0.833 -0.301  -0.480
13 O 4.055 -0.589 0.941  -0.183
14 C 5.031 -1.660 -0.971  -0.164
15 C 4.690 -2.455 -2.063  -0.059
16 C 5.653 -3.221 -2.694  -0.088
17 C 6.964 -3.202 -2.240  -0.090
18 C 7.306 -2.418 -1.149  -0.080
19 C 6.343 -1.656 -0.510  -0.025
20 C -0.078 2.260 0.159  -0.294
21 O 0.771 2.201 1.100  -0.178
22 H -2.956 4.808 1.700  0.103
23 H -1.544 5.766 2.215  0.086
24 H -1.981 5.696 0.495  0.102
25 H -3.098 3.855 -0.422  0.110
26 H -2.905 2.631 -2.519  0.022
27 H -0.819 1.400 -3.070  0.104
28 H 1.258 0.524 -2.503  0.128
29 H 3.663 -2.468 -2.396  0.102
30 H 5.380 -3.834 -3.542  0.101
31 H 7.714 -3.805 -2.736  0.100
32 H 8.329 -2.396 -0.797  0.101
33 H 6.598 -1.041 0.344  0.104
34 I 0.307 0.739 4.286  1.206
35 C 0.855 2.996 4.303  -0.425
36 C -0.313 3.701 4.407  -0.198
37 C -0.321 5.064 4.758  -0.097
38 C 0.852 5.687 5.065  -0.048
39 C 2.080 4.994 4.972  -0.164
40 C 3.283 5.629 5.346  -0.029
41 C 4.484 4.986 5.243  -0.066
42 C 4.529 3.714 4.657  -0.089
43 C 3.379 3.063 4.273  -0.306
44 P 3.663 1.588 3.223  0.995
45 C 4.685 0.515 4.265  -0.342
46 C 5.517 -0.441 3.681  -0.093
47 C 6.194 -1.350 4.477  -0.066
48 C 6.034 -1.324 5.854  -0.077
49 C 5.181 -0.397 6.436  -0.075
50 C 4.497 0.513 5.647  -0.086
51 C 4.621 2.395 1.900  -0.355
52 C 3.889 3.348 1.187  -0.090
53 C 4.462 4.009 0.116  -0.068
54 C 5.759 3.705 -0.274  -0.080
55 C 6.487 2.762 0.434  -0.075
56 C 5.926 2.113 1.525  -0.080
57 C 2.103 3.642 4.497  -0.196
58 H -1.253 3.188 4.242  0.073
59 H -1.262 5.596 4.825  0.100
60 H 0.869 6.721 5.385  0.108
61 H 3.240 6.642 5.725  0.112
62 H 5.403 5.459 5.561  0.105
63 H 5.489 3.240 4.485  0.114
64 H 5.593 -0.501 2.605  0.069
65 H 6.826 -2.097 4.016  0.108
66 H 6.552 -2.044 6.473  0.104
67 H 5.042 -0.389 7.509  0.107
68 H 3.805 1.210 6.101  0.109
69 H 2.861 3.555 1.467  0.100
70 H 3.896 4.762 -0.416  0.105
71 H 6.192 4.187 -1.141  0.102
72 H 7.500 2.529 0.135  0.105
73 H 6.511 1.388 2.073  0.096
74 F -0.508 -2.771 0.241  0.100
75 C -0.375 -4.073 -0.069  -0.124
76 C -1.506 -4.758 -0.410  -0.148
77 F -2.672 -4.091 -0.435  0.050
78 C -1.492 -6.112 -0.812  -0.023
79 C -0.201 -6.650 -1.015  -0.134
80 C 0.930 -5.974 -0.662  -0.130
81 F 2.104 -6.582 -0.817  0.137
82 C 0.899 -4.684 -0.077  -0.010
83 C 2.058 -4.102 0.508  -0.086
84 C 1.949 -3.079 1.438  -0.133
85 N 1.805 -2.283 2.278  0.120
86 C 3.375 -4.583 0.301  -0.157
87 N 4.466 -4.923 0.155  0.244
88 F -0.087 -7.887 -1.492  0.138
89 C -2.679 -6.871 -0.937  -0.132
90 C -3.830 -6.500 -0.214  -0.189
91 N -4.744 -6.230 0.436  0.205
92 C -2.771 -8.043 -1.717  -0.184
93 N -2.902 -8.957 -2.407  0.193
94 C -6.041 2.079 -0.934  -0.215
95 Si -6.230 0.480 -1.954  0.355
96 C -7.866 0.567 -2.912  -0.216
97 C -6.179 -0.975 -0.736  -0.219
98 Si -4.359 0.336 -3.433  0.291
99 Te -2.634 0.076 -1.461  1.188
100 Si -4.066 2.211 -4.924  0.403
101 C -5.613 2.111 -6.018  -0.214
102 C -4.045 4.009 -4.283  -0.213
103 C -2.484 2.030 -5.968  -0.207
104 Si -4.119 -1.621 -4.799  0.378
105 C -4.452 -1.289 -6.642  -0.216
106 C -2.352 -2.306 -4.680  -0.217
107 C -5.487 -2.801 -4.261  -0.217
108 H -6.791 2.140 -0.145  0.036
109 H -6.136 2.974 -1.552  0.019
110 H -5.060 2.106 -0.455  -0.001
111 H -8.723 0.519 -2.239  0.031
112 H -7.953 -0.260 -3.617  0.016
113 H -7.940 1.496 -3.479  0.020
114 H -7.148 -1.463 -0.626  0.035
115 H -5.854 -0.646 0.252  0.031
116 H -5.473 -1.743 -1.059  0.000
117 H -6.420 2.713 -5.597  0.029
118 H -5.986 1.092 -6.113  0.003
119 H -5.410 2.488 -7.020  0.037
120 H -4.722 4.148 -3.438  0.019
121 H -4.377 4.684 -5.073  0.036
122 H -3.054 4.340 -3.971  0.026
123 H -2.286 0.992 -6.234  0.007
124 H -1.604 2.402 -5.442  0.022
125 H -2.567 2.594 -6.899  0.036
126 H -3.920 -0.423 -7.033  0.009
127 H -5.517 -1.124 -6.811  0.023
128 H -4.164 -2.155 -7.239  0.036
129 H -1.673 -1.765 -5.340  0.028
130 H -2.308 -3.360 -4.958  0.032
131 H -1.955 -2.213 -3.670  -0.019
132 H -6.464 -2.373 -4.492  0.026
133 H -5.468 -2.999 -3.194  0.013
134 H -5.422 -3.763 -4.773  0.036
135 Cl -2.238 -0.440 2.362  0.625
136 C -1.543 -1.696 3.314  -0.755
137 C -0.519 -1.396 4.187  -0.588
138 C 0.046 -2.414 4.939  -0.769
139 Cl 1.274 -2.024 6.077  0.651
140 C -0.353 -3.737 4.771  -0.722
141 Cl 0.402 -5.006 5.646  0.683
142 C -1.392 -4.022 3.887  -0.714
143 Cl -1.898 -5.647 3.649  0.680
144 C -2.024 -2.998 3.186  -0.706
145 Cl -3.400 -3.352 2.215  0.720

Forces on atoms 1 to 3 (eV/Å):
-0.094 0.124 -1.339
-0.134 0.245 0.067
0.030 -0.347 -0.268